# 1
Density functional theory data (ωB97M-V with the def2-TZVPD basis set) for a structure of composition CHN5O3 in a non-equilibrium geometry.

Its total charge is 0. The LUMO energy (alpha / beta) is -1.490 / -1.481 eV. Its multiplicity is 1. The HOMO energy (alpha / beta) comes out at -0.2842 / -0.2842 Eh. The calculation puts the orbital gap (alpha / beta) at 0.229 / 0.230 hartree.

Last column: natural (NBO) charge in e.
Cartesian coordinates (Å):
C (1.78817, 0.49756, 0.42083)  0.23
N (2.29800, -0.56085, 0.63328)  -0.15
N (0.45059, 2.27874, -0.33672)  0.04
N (-1.47430, -0.09036, -0.85902)  0.28
N (1.19989, 1.50949, 0.05491)  -0.05
N (0.40412, -1.56451, -0.63049)  0.12
O (1.16015, -1.85146, 0.30211)  -0.23
O (-0.74287, -0.75121, -0.06064)  -0.24
O (-2.57807, 0.33074, -0.20956)  -0.48
H (-2.50569, 0.20185, 0.68530)  0.47

Forces on atoms 1 to 2 (eV/Å):
C 1.3 -2.1 0.4
N 2.1 1.0 1.0

# 2
Density functional theory data (ωB97M-V with the def2-TZVPD basis set) for a cluster of 2 separate species, CHNO2PS in total in a non-equilibrium geometry.

Its total charge is -1. The LUMO energy (alpha / beta) is 2.694 / 2.694 eV. Its multiplicity is 1. The HOMO energy (alpha / beta) comes out at -0.1780 / -0.1780 Eh. The calculation puts the orbital gap (alpha / beta) at 0.277 / 0.277 hartree.

Last column: natural (NBO) charge in e.
Cartesian coordinates (Å):
C (-0.29364, 1.24363, -0.43119)  -0.10
N (0.08998, 2.14045, -1.03558)  -0.31
O (-1.42457, -0.10480, 1.67101)  -1.02
O (1.89559, -0.84265, 0.66607)  -1.09
P (-0.83634, -0.28020, 0.34204)  1.67
S (-1.60921, -1.48979, -0.97661)  -0.55
H (2.17820, -0.66663, -0.23575)  0.41

Forces on atoms 1 to 2 (eV/Å):
C 0.2 -0.5 0.2
N 0.0 0.4 -0.1

# 3
Density functional theory data (ωB97M-V with the def2-TZVPD basis set) for a structure of composition CHNO2S in a non-equilibrium geometry.

Its total charge is 0. The LUMO energy (alpha / beta) is -2.077 / -2.071 eV. Its multiplicity is 1. The HOMO energy (alpha / beta) comes out at -0.3082 / -0.3086 Eh. The calculation puts the orbital gap (alpha / beta) at 0.232 / 0.233 hartree.

Last column: natural (NBO) charge in e.
Cartesian coordinates (Å):
C (-1.69482, 0.43112, -0.15470)  -0.42
N (1.04762, -0.50815, 0.12343)  0.26
O (1.74096, -1.50468, 0.02750)  -0.38
O (1.24288, 0.66372, -0.20956)  -0.45
S (-0.68643, 1.56445, 0.08404)  0.72
H (-1.65021, -0.64645, 0.12929)  0.27

Forces on atoms 1 to 2 (eV/Å):
C 1.7 0.8 2.1
N -3.7 -3.1 1.9